88
Properties=species:S:1:pos:R:3 method="wB97M-V/def2-TZVPD" charge=-1 multiplicity=1 e_tot_ev=-877327.4568
C 1.0051 -1.8147 0.1532
O 1.5620 -0.8472 -0.7309
C 1.3458 0.4929 -0.2883
C 1.9141 1.4760 -1.2769
C 1.1547 1.6394 -2.5936
C 1.4157 0.5772 -3.6702
C 0.4459 -0.6052 -3.7187
C -1.0354 -0.2144 -3.5608
C -1.5858 -0.5245 -2.1644
C -3.1214 -0.6867 -2.1428
C -3.8531 0.2864 -1.2056
C -3.4913 -0.0458 0.1642
N -3.2100 -0.2709 1.2558
C -3.6915 1.8123 -1.4786
C -3.4661 2.0856 -2.8774
N -3.3586 2.3564 -3.9906
C -2.6574 2.5294 -0.5508
O -3.1942 3.1803 0.3747
O -1.4511 2.3500 -0.8002
H 0.2984 -2.4717 -0.3524
H 1.8236 -2.4361 0.5272
H 0.5476 -1.3092 1.0004
H 1.8876 0.6191 0.6614
H 0.2974 0.7127 -0.0859
H 2.9747 1.2772 -1.4488
H 1.8757 2.4440 -0.7745
H 1.4818 2.5925 -3.0117
H 0.1019 1.7688 -2.3551
H 1.4292 1.0588 -4.6456
H 2.4176 0.1809 -3.4901
H 0.5549 -1.0674 -4.7021
H 0.6945 -1.3793 -2.9979
H -1.1403 0.8376 -3.8028
H -1.6418 -0.7782 -4.2694
H -1.2366 0.1840 -1.4209
H -1.1549 -1.4891 -1.9131
H -3.3571 -1.6879 -1.7961
H -3.4982 -0.6129 -3.1596
H -4.9203 0.0749 -1.2776
H -4.6467 2.2811 -1.2613
Br -0.7322 3.6498 -5.6185
C 0.5065 5.1386 -5.4881
C 1.7038 4.9738 -6.3868
Br 2.9812 3.6828 -5.6903
H 0.7773 5.2263 -4.4406
H -0.0621 6.0156 -5.7907
H 2.2544 5.9093 -6.4635
H 1.4283 4.6314 -7.3785
Br -1.9951 -4.5060 -1.3358
C -0.7767 -5.9451 -0.8670
C 0.6137 -5.6911 -1.3866
Br 0.7385 -6.0119 -3.3014
H -1.2080 -6.8619 -1.2546
H -0.7730 -5.9775 0.2205
H 1.3215 -6.3793 -0.9300
H 0.9416 -4.6701 -1.2192
Br -3.2608 -3.1415 6.7066
C -2.5075 -2.1348 5.2133
C -3.4971 -1.9350 4.1010
Br -3.7428 -3.5544 3.0530
H -1.6243 -2.6759 4.8914
H -2.2178 -1.1736 5.6320
H -3.1285 -1.1942 3.3945
H -4.4774 -1.6372 4.4590
Br 4.4424 -0.1319 2.7489
C 5.5238 -0.4399 1.1617
C 4.7385 -1.1281 0.0795
Br 4.4860 -3.0178 0.4627
H 6.3905 -1.0099 1.4804
H 5.8387 0.5469 0.8300
H 5.2764 -1.0944 -0.8654
H 3.7464 -0.7129 -0.0599
Br -3.7321 2.0359 5.3753
C -3.9279 2.1710 3.4346
C -5.3260 2.5289 3.0310
Br -6.5476 1.0138 3.1915
H -3.6037 1.2222 3.0226
H -3.2334 2.9438 3.1237
H -5.3441 2.8077 1.9802
H -5.7463 3.3290 3.6313
Br 7.3430 -1.1232 6.2076
C 6.0680 -0.5151 7.5451
C 4.8173 0.0412 6.9198
Br 5.1060 1.8105 6.1715
H 6.5842 0.2161 8.1579
H 5.8342 -1.3930 8.1432
H 4.0420 0.1656 7.6724
H 4.4436 -0.5808 6.1125